{"formula": "C47H98BBrN5O14S7", "method": "ωB97M-V/def2-TZVPD", "charge": 1, "fmax_ev_per_a": 1.86, "gap_ha": 0.2869, "elements": ["C", "C", "C", "C", "C", "C", "C", "C", "N", "C", "N", "N", "B", "O", "N", "C", "C", "C", "C", "C", "C", "C", "C", "C", "C", "Br", "C", "C", "O", "C", "N", "C", "S", "H", "H", "H", "H", "H", "H", "H", "H", "H", "H", "H", "H", "H", "H", "H", "H", "H", "H", "H", "H", "H", "H", "H", "H", "H", "H", "H", "H", "H", "H", "H", "H", "H", "H", "H", "H", "H", "H", "H", "H", "H", "H", "H", "H", "H", "H", "H", "H", "H", "H", "C", "C", "C", "S", "O", "O", "C", "H", "H", "H", "H", "H", "H", "H", "H", "C", "C", "C", "S", "O", "O", "C", "H", "H", "H", "H", "H", "H", "H", "H", "C", "C", "C", "S", "O", "O", "C", "H", "H", "H", "H", "H", "H", "H", "H", "C", "C", "C", "S", "O", "O", "C", "H", "H", "H", "H", "H", "H", "H", "H", "C", "C", "C", "S", "O", "O", "C", "H", "H", "H", "H", "H", "H", "H", "H", "C", "C", "C", "S", "O", "O", "C", "H", "H", "H", "H", "H", "H", "H", "H"], "xyz": [[-1.7520, 1.4067, 3.3241], [-1.9393, -0.0901, 2.9923], [-3.0975, -0.3353, 2.0266], [-3.0567, -1.7496, 1.3918], [-3.4913, -1.7414, -0.0891], [-2.2714, -1.8783, -1.0194], [-1.9881, -3.3426, -1.3616], [-0.8101, -3.5213, -2.3384], [0.4476, -3.9367, -1.6501], [0.8932, -5.1797, -1.9141], [0.0574, -6.2620, -1.7196], [2.1043, -5.3658, -2.4324], [3.0564, -6.4067, -1.8204], [3.2019, -7.5671, -2.5497], [3.6843, -6.2041, -0.5552], [4.9950, -6.8434, -0.4359], [2.7334, -6.6247, 0.5064], [2.6015, -4.1702, -3.1668], [3.7011, -4.5380, -4.1493], [5.0686, -4.9795, -3.6159], [6.2807, -4.2500, -4.2066], [6.2680, -4.0758, -5.7183], [7.4580, -3.2161, -6.2095], [7.0420, -2.2123, -7.2875], [2.6959, -2.8661, -2.3726], [4.3668, -2.6426, -1.3552], [2.4015, -1.6206, -3.2109], [3.3732, -1.1133, -4.2987], [4.6684, -1.6776, -4.1791], [2.8151, -1.2804, -5.7135], [1.6854, -0.3422, -5.8835], [1.4877, -2.9401, -1.3279], [2.0795, -3.2259, 0.3613], [-2.4609, 2.0178, 2.7677], [-1.9074, 1.5968, 4.3846], [-0.7488, 1.7462, 3.0707], [-2.1443, -0.6215, 3.9222], [-1.0248, -0.4927, 2.5591], [-3.0502, 0.3780, 1.2027], [-4.0465, -0.2032, 2.5358], [-3.7417, -2.3929, 1.9446], [-2.0422, -2.1401, 1.4780], [-4.1463, -2.5887, -0.2935], [-4.0359, -0.8300, -0.3124], [-2.4266, -1.3433, -1.9608], [-1.3910, -1.4391, -0.5425], [-1.7036, -3.8580, -0.4434], [-2.8907, -3.8060, -1.7514], [-1.0619, -4.2923, -3.0592], [-0.6365, -2.5707, -2.8375], [-0.3344, -6.7254, -2.5171], [-0.1755, -6.6181, -0.8124], [3.8410, -7.5346, -3.2608], [4.9307, -7.8489, -0.0157], [5.6425, -6.2537, 0.2142], [5.4914, -6.9358, -1.3981], [1.7289, -6.7627, 0.1061], [3.0322, -7.5540, 0.9828], [2.6435, -5.8668, 1.2808], [1.7490, -3.9134, -3.8082], [3.2990, -5.3401, -4.7717], [3.8140, -3.6959, -4.8294], [5.2089, -6.0398, -3.8584], [5.1460, -4.9248, -2.5320], [6.4549, -3.3018, -3.6957], [7.1497, -4.8711, -3.9685], [5.3605, -3.5821, -6.0613], [6.3576, -5.0591, -6.1833], [8.2766, -3.8440, -6.5525], [7.8290, -2.6541, -5.3508], [6.5198, -1.3787, -6.8167], [6.3453, -2.6757, -7.9851], [7.8990, -1.8294, -7.8349], [1.4491, -1.8151, -3.7151], [2.1962, -0.8046, -2.5208], [3.4322, -0.0288, -4.1770], [5.3059, -1.0092, -4.4147], [3.6083, -0.9977, -6.4014], [2.4980, -2.3094, -5.9030], [0.8176, -0.8261, -5.6886], [1.6041, -0.0993, -6.8623], [0.9824, -1.9788, -1.2751], [0.9778, -3.0815, 1.1214], [-8.7693, 0.8534, 1.9802], [-8.0477, 1.2837, 3.2666], [-6.5465, 1.3144, 2.9624], [-6.4060, 1.6653, 1.2080], [-5.8187, 0.5240, 0.5396], [-5.8492, 2.9819, 1.0114], [-8.1608, 1.6890, 0.8577], [-9.8450, 1.0058, 2.0473], [-8.5915, -0.2074, 1.7897], [-8.3823, 2.2793, 3.5614], [-8.2576, 0.6131, 4.0960], [-6.0262, 2.0880, 3.5099], [-6.0761, 0.3515, 3.1443], [-8.3304, 1.2903, -0.1396], [-8.4875, 2.7271, 0.9082], [3.6674, -7.9175, 5.6466], [4.1273, -6.4563, 5.7524], [3.2755, -5.6368, 4.7737], [1.7047, -6.5056, 4.6354], [1.5609, -6.9876, 3.2804], [0.6571, -5.7265, 5.2384], [2.1428, -7.8808, 5.6917], [4.0720, -8.5291, 6.4505], [4.0008, -8.3458, 4.6989], [3.9684, -6.0961, 6.7698], [5.1873, -6.3492, 5.5297], [3.0775, -4.6279, 5.1256], [3.7172, -5.6020, 3.7791], [1.6638, -8.7814, 5.3158], [1.7754, -7.6494, 6.6906], [-3.4340, 4.6360, -0.0612], [-3.3643, 4.6464, -1.5937], [-3.5183, 6.1040, -2.0490], [-2.8767, 7.1138, -0.7057], [-3.9511, 7.9015, -0.1559], [-1.6450, 7.7449, -1.1190], [-2.5144, 5.7612, 0.4050], [-3.1286, 3.6779, 0.3540], [-4.4564, 4.8238, 0.2600], [-2.3977, 4.2621, -1.9203], [-4.1371, 4.0166, -2.0324], [-2.9490, 6.3278, -2.9474], [-4.5605, 6.3832, -2.1894], [-2.6947, 6.0872, 1.4267], [-1.4646, 5.5028, 0.2703], [-1.6242, 10.9142, -0.7990], [-1.5613, 10.9214, -2.3301], [-1.7257, 12.3771, -2.7898], [-1.0874, 13.3989, -1.4525], [-2.1722, 14.1704, -0.9011], [0.1315, 14.0447, -1.8698], [-0.7146, 12.0495, -0.3381], [-1.3121, 9.9585, -0.3921], [-2.6483, 11.1021, -0.4692], [-0.5933, 10.5362, -2.6559], [-2.3286, 10.2838, -2.7647], [-1.1629, 12.6043, -3.6913], [-2.7706, 12.6469, -2.9280], [-0.8916, 12.3753, 0.6840], [0.3372, 11.7992, -0.4745], [-3.5795, 1.4255, 7.9047], [-3.4864, 2.9527, 8.0359], [-4.6235, 3.5539, 7.1994], [-5.9347, 2.3229, 7.1877], [-6.1066, 1.8485, 5.8315], [-7.0664, 2.7926, 7.9387], [-5.0495, 1.0759, 8.1168], [-2.9435, 0.9164, 8.6266], [-3.2656, 1.1182, 6.9043], [-3.6074, 3.2373, 9.0822], [-2.5202, 3.3284, 7.7041], [-5.0228, 4.4720, 7.6214], [-4.3257, 3.7210, 6.1661], [-5.3311, 0.0929, 7.7473], [-5.3432, 1.1827, 9.1602], [4.2261, 3.0789, -0.2997], [3.9412, 2.2275, -1.5458], [2.4345, 1.9418, -1.5696], [1.6503, 3.3214, -0.7232], [1.0275, 2.8229, 0.4773], [0.8995, 4.1009, -1.6700], [3.1628, 4.1733, -0.2894], [5.2295, 3.4999, -0.3164], [4.1340, 2.4650, 0.5985], [4.2245, 2.7841, -2.4413], [4.5134, 1.2995, -1.5396], [2.0346, 1.8826, -2.5801], [2.1838, 1.0382, -1.0147], [3.0298, 4.6560, 0.6755], [3.3457, 4.9207, -1.0604]], "forces_ev_per_angstrom": [[0.07, -0.26, 0.00], [-0.42, 0.52, 0.14], [0.67, -0.65, -0.40], [-0.83, 0.51, 0.04], [0.75, -0.21, 0.03], [-0.32, -0.12, -0.29], [0.60, 0.32, 0.32], [-0.82, -0.09, 1.14], [0.84, -0.25, -1.32], [-0.09, -0.36, 0.07], [0.18, 0.24, -0.24], [-0.42, 1.23, 1.33], [0.32, -0.92, -0.56], [0.31, 0.52, 0.18], [-0.58, -0.75, -0.52], [0.16, -0.03, 0.36], [0.01, 1.02, 0.41], [-0.11, 0.14, -0.76], [0.08, -0.04, -0.11], [0.30, -0.35, -0.15], [0.27, -0.31, 0.14], [0.66, 0.28, -0.05], [-0.36, 0.18, 0.25], [-0.01, -0.32, 0.23], [-0.49, -0.18, 1.27], [0.13, 0.12, -0.41], [0.18, 0.04, -0.37], [0.02, 0.34, -0.16], [-0.44, -0.29, 0.03], [-0.44, 0.37, 0.27], [0.10, -0.41, -0.18], [-0.47, 0.34, 0.58], [0.63, -0.26, 0.84], [-0.04, 0.09, -0.03], [-0.02, 0.09, 0.06], [0.00, 0.08, -0.02], [0.19, -0.26, -0.02], [0.11, -0.08, 0.03], [-0.02, 0.25, 0.11], [-0.11, 0.21, -0.04], [0.25, -0.20, 0.15], [0.04, -0.25, 0.07], [-0.20, 0.06, -0.02], [-0.15, 0.02, 0.03], [-0.06, 0.10, 0.01], [0.08, 0.13, 0.00], [-0.26, -0.24, 0.06], [-0.05, -0.07, -0.10], [0.14, 0.05, -0.22], [0.28, -0.05, -0.23], [0.39, -0.45, -0.13], [-0.42, 0.42, 0.22], [-0.01, -0.24, -0.44], [-0.08, -0.07, -0.01], [-0.01, 0.07, 0.03], [-0.01, 0.12, -0.11], [0.01, -0.10, 0.08], [0.09, -0.18, -0.18], [0.07, -0.04, 0.06], [-0.06, -0.24, -0.09], [-0.13, -0.01, 0.00], [0.07, 0.00, 0.19], [-0.05, -0.01, -0.07], [-0.16, 0.09, 0.08], [-0.24, 0.06, -0.11], [0.09, 0.08, 0.09], [-0.17, -0.14, 0.01], [-0.37, -0.05, -0.14], [0.04, -0.08, -0.05], [0.23, 0.01, 0.02], [-0.04, 0.13, -0.09], [0.07, 0.00, -0.20], [0.00, 0.11, -0.06], [-0.12, 0.01, 0.09], [0.14, -0.02, 0.11], [0.04, 0.03, 0.13], [0.36, 0.27, -0.12], [0.04, -0.14, -0.15], [0.28, -0.16, -0.10], [-0.11, 0.08, 0.15], [0.07, 0.20, -0.05], [-0.07, -0.01, -0.39], [-0.47, 0.07, -0.65], [0.08, 0.00, 0.07], [-0.04, 0.02, -0.09], [-0.21, -0.04, 0.01], [-0.21, -0.02, 0.10], [0.02, 0.11, -0.07], [0.12, -0.09, -0.11], [-0.19, -0.08, 0.07], [-0.01, 0.00, 0.00], [-0.01, 0.00, -0.02], [0.01, 0.01, 0.00], [0.01, 0.01, 0.04], [0.13, 0.05, 0.02], [0.02, -0.02, -0.06], [0.10, 0.02, -0.03], [0.04, 0.02, 0.00], [0.00, 0.09, -0.06], [-0.05, -0.04, -0.02], [0.23, 0.00, 0.11], [0.05, 0.00, 0.17], [-0.06, 0.02, -0.06], [-0.09, 0.03, -0.11], [0.16, -0.13, 0.06], [0.01, -0.01, 0.01], [-0.01, -0.02, 0.00], [-0.02, 0.00, 0.01], [0.01, 0.01, 0.00], [-0.08, 0.02, -0.05], [-0.06, -0.04, -0.04], [-0.07, 0.05, -0.05], [-0.03, 0.03, 0.00], [0.03, 0.15, -0.10], [0.03, 0.02, 0.04], [-0.05, -0.25, -0.11], [0.14, -0.24, -0.03], [0.04, 0.14, -0.02], [-0.07, 0.10, 0.01], [-0.03, -0.24, 0.06], [-0.02, -0.02, 0.01], [-0.02, -0.01, 0.08], [0.08, 0.00, 0.00], [-0.02, 0.01, 0.00], [0.01, 0.11, 0.02], [-0.01, 0.06, 0.06], [-0.01, 0.10, -0.03], [0.04, 0.03, -0.04], [-0.04, 0.17, 0.02], [0.02, 0.06, 0.02], [-0.03, -0.27, -0.11], [0.06, -0.10, -0.03], [0.01, 0.08, 0.01], [-0.02, 0.09, 0.03], [-0.04, -0.22, 0.05], [0.00, -0.03, 0.00], [0.00, -0.01, 0.03], [0.01, 0.00, 0.01], [0.00, -0.02, 0.00], [0.00, 0.10, 0.01], [0.00, 0.06, 0.06], [0.00, 0.11, -0.03], [0.02, 0.04, -0.02], [-0.03, 0.08, -0.05], [-0.05, -0.04, -0.01], [0.24, 0.07, 0.09], [0.05, 0.01, 0.04], [-0.04, 0.01, 0.10], [-0.10, -0.02, -0.08], [0.21, -0.08, 0.04], [0.01, 0.00, 0.01], [-0.01, -0.02, 0.00], [-0.02, -0.01, 0.01], [0.01, 0.01, 0.00], [-0.08, 0.00, -0.04], [-0.06, -0.05, -0.03], [-0.09, 0.04, -0.04], [-0.03, 0.02, 0.00], [-0.08, -0.07, -0.02], [0.01, 0.00, 0.02], [0.27, -0.20, -0.18], [0.07, 0.06, -0.06], [-0.08, 0.00, 0.02], [-0.20, 0.02, 0.04], [0.21, -0.03, 0.05], [0.01, 0.01, 0.00], [0.00, 0.01, 0.02], [-0.01, 0.03, 0.01], [0.01, -0.01, 0.00], [-0.11, 0.04, 0.03], [-0.04, 0.06, 0.10], [-0.10, 0.00, 0.00], [-0.04, 0.01, -0.02]]}